1.
Entry from OMol25: a cluster of 12 separate species, C35H97N3O12 in total (ωB97M-V with the def2-TZVPD basis set).

Last column: Löwdin charge in e.
Positions of all 147 atoms, in Å:
C 3.270 4.174 -5.180  -0.08
C 3.990 3.090 -4.453  -0.53
C 4.063 1.953 -5.497  -0.06
O 5.249 3.527 -4.028  -0.03
H 2.990 5.046 -4.588  0.08
H 2.320 3.747 -5.500  0.08
H 3.854 4.493 -6.043  0.09
H 3.358 2.772 -3.624  0.14
H 4.568 1.118 -5.012  0.07
H 4.643 2.175 -6.393  0.08
H 3.053 1.635 -5.755  0.08
H 5.684 2.758 -3.653  0.09
C -0.977 2.388 1.366  -0.06
C -2.226 1.995 2.098  -0.53
C -3.045 0.844 1.584  -0.06
O -1.889 1.749 3.448  -0.04
H -0.471 1.465 1.086  0.08
H -0.318 2.973 2.008  0.08
H -1.016 2.935 0.424  0.08
H -2.909 2.840 2.018  0.13
H -3.434 1.029 0.583  0.08
H -3.900 0.673 2.239  0.08
H -2.541 -0.117 1.482  0.08
H -1.493 2.578 3.728  0.08
C 7.197 4.525 -11.900  -0.06
C 5.999 5.494 -11.868  -0.53
C 4.841 4.801 -11.211  -0.07
O 6.382 6.574 -11.107  -0.04
H 7.470 4.268 -10.876  0.08
H 8.016 5.048 -12.393  0.08
H 7.092 3.582 -12.436  0.07
H 5.674 5.902 -12.824  0.14
H 3.871 5.260 -11.400  0.08
H 5.049 4.583 -10.163  0.08
H 4.717 3.841 -11.712  0.07
H 6.689 6.263 -10.253  0.09
C -0.507 -0.036 -10.212  -0.07
C -1.923 0.041 -9.772  -0.54
C -2.160 -0.192 -8.292  -0.05
O -2.312 1.348 -10.147  -0.06
H -0.509 0.045 -11.299  0.08
H -0.156 -1.031 -9.939  0.08
H 0.117 0.735 -9.761  0.09
H -2.589 -0.628 -10.318  0.14
H -1.628 0.546 -7.691  0.08
H -1.961 -1.236 -8.049  0.08
H -3.223 -0.081 -8.079  0.08
H -2.524 1.321 -11.083  0.09
C 8.415 -3.651 -4.468  -0.05
C 9.862 -3.940 -3.937  -0.45
C 10.783 -4.265 -5.167  -0.07
O 10.413 -2.824 -3.249  -0.06
H 8.368 -2.639 -4.871  0.07
H 7.707 -3.630 -3.640  0.07
H 8.143 -4.429 -5.181  0.07
H 9.871 -4.812 -3.282  0.12
H 10.428 -5.053 -5.831  0.07
H 11.704 -4.735 -4.823  0.07
H 11.011 -3.447 -5.850  0.08
H 11.348 -2.996 -3.121  0.08
C 8.591 0.978 1.567  -0.07
C 7.486 0.183 0.897  -0.47
C 6.082 0.822 1.104  -0.05
O 7.695 0.401 -0.490  -0.09
H 8.455 0.946 2.648  0.07
H 8.535 2.033 1.300  0.08
H 9.554 0.544 1.302  0.08
H 7.577 -0.894 1.041  0.14
H 5.285 0.270 0.605  0.07
H 6.023 1.855 0.760  0.08
H 5.898 0.805 2.178  0.07
H 8.298 -0.280 -0.799  0.08
C -0.089 9.324 -7.071  -0.08
C 0.457 9.371 -8.457  -0.53
C -0.451 8.827 -9.518  -0.05
O 0.660 10.753 -8.648  -0.05
H -0.956 9.969 -6.934  0.09
H 0.635 9.644 -6.321  0.08
H -0.447 8.321 -6.842  0.08
H 1.401 8.827 -8.500  0.14
H -0.866 7.859 -9.236  0.08
H 0.175 8.696 -10.401  0.08
H -1.258 9.492 -9.825  0.09
H 1.394 10.976 -8.071  0.09
C -5.947 7.360 -6.993  -0.06
C -5.835 5.865 -7.299  -0.45
C -6.532 4.938 -6.261  -0.18
O -5.922 5.081 -4.981  -0.18
C -4.830 4.256 -4.795  -0.15
N -6.417 5.555 -8.584  0.03
H -5.654 7.583 -5.967  0.08
H -6.925 7.744 -7.286  0.08
H -5.233 7.893 -7.620  0.07
H -4.762 5.676 -7.331  0.12
H -6.483 3.905 -6.605  0.11
H -7.595 5.149 -6.141  0.13
H -4.558 4.310 -3.741  0.09
H -3.954 4.645 -5.313  0.08
H -4.925 3.185 -4.977  0.09
H -6.268 6.288 -9.263  0.07
H -5.899 4.806 -9.020  0.07
C 5.796 10.275 5.190  -0.05
C 5.399 11.193 3.972  -0.44
C 4.551 10.482 2.951  -0.21
O 5.372 9.476 2.322  -0.20
C 4.649 8.643 1.408  -0.10
N 4.597 12.206 4.618  0.01
H 6.395 9.424 4.867  0.07
H 4.873 9.958 5.675  0.08
H 6.380 10.884 5.880  0.07
H 6.218 11.684 3.447  0.14
H 4.096 11.168 2.236  0.12
H 3.747 9.988 3.496  0.12
H 4.319 9.181 0.520  0.08
H 3.827 8.166 1.941  0.08
H 5.303 7.835 1.082  0.08
H 5.180 12.811 5.179  0.07
H 4.221 12.852 3.939  0.07
C 9.816 8.806 -6.559  -0.06
C 8.682 8.243 -5.717  -0.47
C 7.528 9.312 -5.621  -0.14
O 7.815 10.512 -4.800  -0.19
C 8.240 10.264 -3.489  -0.14
N 8.074 7.078 -6.288  0.02
H 10.728 8.209 -6.527  0.07
H 10.065 9.775 -6.126  0.07
H 9.561 9.078 -7.583  0.08
H 8.986 8.006 -4.698  0.12
H 6.711 8.742 -5.177  0.10
H 7.171 9.560 -6.620  0.12
H 7.577 9.537 -3.019  0.08
H 8.236 11.190 -2.916  0.09
H 9.233 9.817 -3.432  0.08
H 7.356 6.683 -5.697  0.07
H 8.787 6.363 -6.296  0.07
C 5.888 -1.902 -9.776  -0.15
O 5.914 -2.429 -11.112  -0.14
H 4.874 -1.944 -9.378  0.07
H 6.658 -2.431 -9.215  0.07
H 6.221 -0.865 -9.820  0.07
H 5.873 -3.387 -11.067  0.07
C 10.545 1.302 -6.332  -0.18
O 11.180 2.473 -6.795  -0.12
H 9.863 1.552 -5.519  0.08
H 10.042 0.762 -7.134  0.07
H 11.255 0.579 -5.931  0.07
H 12.072 2.274 -7.087  0.07

Molar mass in Da: 752.17
Net charge: 0
Relative energy (zero: lowest compared OMol25 entry of this formula, charge and spin) in eV: 3.056
SMILES string: COC[C@H](C)N.COC[C@H](C)N.COC[C@H](C)N.CC(C)O.CC(C)O.CC(C)O.CC(C)O.CC(C)O.CC(C)O.CC(C)O.CO.CO
Calculated total energy in eV: -66902.3287
HOMO-LUMO gap in eV: 9.29
Max |F| in eV/A: 2.4
LUMO level in eV: 0.08

2.
Entry from OMol25: a cluster of 14 separate species, C36H102N2O28 in total (ωB97M-V with the def2-TZVPD basis set).

Last column: Löwdin charge in e.
Positions of all 168 atoms, in Å:
C -8.783 -7.013 -16.838  -0.17
C -7.567 -6.568 -17.561  -0.25
O -7.669 -6.728 -18.999  -0.07
O -9.047 -8.494 -17.113  -0.10
H -9.606 -6.389 -17.186  0.11
H -8.786 -6.797 -15.770  0.10
H -6.701 -7.140 -17.230  0.10
H -7.328 -5.553 -17.244  0.10
H -6.860 -7.143 -19.308  0.01
H -9.180 -8.695 -18.042  0.05
C -2.732 -2.209 -14.519  -0.23
C -2.180 -2.327 -15.975  -0.21
O -3.219 -2.392 -16.962  -0.08
O -3.424 -1.011 -14.235  -0.07
H -1.874 -2.276 -13.851  0.11
H -3.450 -3.023 -14.411  0.10
H -1.407 -3.058 -16.212  0.10
H -1.584 -1.446 -16.212  0.11
H -3.756 -1.596 -16.963  0.08
H -3.641 -0.909 -13.305  0.09
C 4.423 -8.719 -14.747  -0.28
C 4.093 -10.080 -15.287  -0.24
O 3.650 -10.178 -16.643  -0.06
O 4.804 -8.768 -13.394  -0.04
H 3.582 -8.058 -14.958  0.11
H 5.246 -8.343 -15.356  0.12
H 3.327 -10.421 -14.592  0.11
H 4.962 -10.731 -15.191  0.13
H 4.446 -10.436 -17.114  0.10
H 5.440 -8.063 -13.254  0.09
C -1.581 -11.613 -21.692  -0.30
C -0.468 -12.563 -22.076  -0.16
O 0.665 -12.191 -21.288  -0.10
O -1.603 -10.446 -22.398  -0.04
H -1.760 -11.395 -20.639  0.12
H -2.431 -12.246 -21.948  0.11
H -0.276 -12.431 -23.140  0.13
H -0.656 -13.607 -21.824  0.14
H 0.969 -11.317 -21.544  0.11
H -2.338 -9.885 -22.140  0.06
C -2.516 -6.771 -21.146  -0.19
C -1.020 -6.549 -20.787  -0.22
O -0.876 -6.160 -19.448  -0.07
O -2.901 -7.989 -20.570  -0.10
H -2.653 -6.797 -22.227  0.13
H -3.113 -6.009 -20.645  0.12
H -0.601 -5.781 -21.438  0.12
H -0.384 -7.407 -21.006  0.11
H -0.945 -5.203 -19.442  0.11
H -2.696 -7.937 -19.634  0.03
C 2.151 -14.133 -18.610  -0.23
C 1.442 -12.886 -18.075  -0.26
O 0.199 -12.656 -18.650  -0.07
O 2.532 -13.952 -19.956  -0.07
H 1.476 -14.983 -18.706  0.11
H 2.990 -14.478 -18.004  0.12
H 2.097 -12.016 -18.115  0.11
H 1.267 -13.123 -17.025  0.10
H 0.337 -12.269 -19.518  0.04
H 1.982 -13.273 -20.355  0.03
C -3.569 -12.695 -12.899  -0.21
C -2.705 -11.378 -12.724  -0.17
O -3.520 -10.195 -12.506  -0.09
O -4.326 -12.587 -14.076  -0.09
H -4.281 -12.929 -12.108  0.12
H -2.965 -13.591 -13.041  0.10
H -2.098 -11.308 -13.627  0.08
H -2.038 -11.377 -11.862  0.09
H -4.136 -10.200 -13.242  0.04
H -3.785 -12.729 -14.856  0.03
C 1.636 -8.698 -18.716  -0.24
C 2.105 -7.793 -17.573  -0.27
O 1.559 -6.546 -17.668  -0.04
O 2.364 -8.355 -19.854  -0.05
H 0.595 -8.549 -19.002  0.10
H 1.762 -9.770 -18.559  0.10
H 3.192 -7.766 -17.497  0.11
H 1.834 -8.234 -16.614  0.09
H 0.937 -6.542 -18.399  0.05
H 1.868 -8.622 -20.631  0.07
C -6.424 -3.834 -14.491  -0.26
C -7.023 -2.514 -15.071  -0.26
O -7.995 -2.060 -14.209  -0.04
O -7.262 -4.901 -14.679  -0.06
H -6.308 -3.667 -13.420  0.12
H -5.422 -4.000 -14.885  0.10
H -7.367 -2.686 -16.091  0.12
H -6.208 -1.793 -15.027  0.11
H -8.172 -1.185 -14.560  0.09
H -8.164 -4.586 -14.773  0.09
C -4.681 -7.054 -13.049  -0.21
C -5.751 -7.686 -13.888  -0.20
O -5.470 -9.083 -14.247  -0.07
O -4.668 -7.650 -11.734  -0.08
H -4.749 -5.974 -12.921  0.12
H -3.712 -7.313 -13.476  0.11
H -5.995 -7.128 -14.792  0.08
H -6.728 -7.617 -13.409  0.12
H -6.274 -9.383 -14.677  0.09
H -4.200 -8.475 -11.880  0.03
C -6.059 -9.522 -19.786  -0.22
C -5.955 -10.193 -21.161  -0.19
O -4.624 -10.727 -21.413  -0.08
O -5.630 -8.200 -19.870  -0.09
H -5.446 -9.974 -19.007  0.12
H -7.066 -9.621 -19.380  0.12
H -6.141 -9.377 -21.859  0.13
H -6.716 -10.971 -21.225  0.12
H -4.757 -11.102 -22.287  0.08
H -4.734 -8.150 -20.211  0.06
C -1.341 -14.142 -15.979  -0.19
C -1.243 -15.585 -15.538  -0.23
O -1.545 -15.809 -14.159  -0.06
O -2.691 -13.616 -16.029  -0.08
H -1.052 -13.997 -17.020  0.10
H -0.676 -13.533 -15.367  0.12
H -0.296 -16.080 -15.751  0.12
H -1.852 -16.319 -16.067  0.12
H -2.493 -15.791 -14.006  0.08
H -3.245 -14.319 -16.375  0.10
C -0.643 -9.245 -11.232  -0.15
O 0.349 -8.578 -10.557  -0.17
C 1.005 -7.503 -11.308  -0.17
C 0.132 -6.297 -11.568  -0.22
N -0.220 -5.588 -10.322  -0.06
C -1.326 -4.639 -10.368  -0.20
C -2.737 -5.287 -10.197  -0.20
O -2.880 -5.799 -8.871  -0.18
C -4.220 -5.878 -8.446  -0.12
H -0.904 -10.105 -10.615  0.09
H -0.341 -9.607 -12.215  0.08
H -1.547 -8.643 -11.329  0.08
H 1.377 -7.838 -12.276  0.11
H 1.901 -7.260 -10.737  0.12
H -0.773 -6.592 -12.099  0.10
H 0.626 -5.575 -12.217  0.11
H -0.625 -6.319 -9.756  0.09
H -1.220 -3.980 -11.230  0.11
H -1.161 -4.040 -9.473  0.11
H -2.908 -6.041 -10.965  0.10
H -3.326 -4.387 -10.368  0.11
H -4.855 -6.511 -9.065  0.08
H -4.680 -4.895 -8.343  0.08
H -4.215 -6.339 -7.459  0.09
C -1.299 -5.824 -15.627  -0.11
O -2.692 -5.885 -15.427  -0.18
C -3.479 -6.377 -16.540  -0.17
C -3.396 -7.882 -16.746  -0.17
N -2.357 -8.229 -17.754  -0.03
C -2.097 -9.658 -17.916  -0.19
C -1.527 -10.465 -16.819  -0.25
O -0.435 -9.790 -16.387  -0.16
C 0.244 -10.369 -15.313  -0.08
H -0.895 -6.833 -15.705  0.07
H -0.730 -5.285 -14.869  0.09
H -1.030 -5.463 -16.619  0.07
H -3.251 -5.894 -17.491  0.12
H -4.557 -6.281 -16.412  0.10
H -4.379 -8.253 -17.034  0.11
H -3.218 -8.315 -15.762  0.11
H -1.589 -7.728 -17.329  0.08
H -1.420 -9.611 -18.769  0.10
H -2.976 -10.197 -18.269  0.13
H -1.274 -11.448 -17.217  0.11
H -2.269 -10.496 -16.021  0.12
H 0.898 -11.180 -15.632  0.08
H -0.449 -10.702 -14.540  0.06
H 0.803 -9.628 -14.742  0.08

Molar mass in Da: 1011.20
Net charge: 0
Relative energy (zero: lowest compared OMol25 entry of this formula, charge and spin) in eV: 0.000
Calculated total energy in eV: -99285.3593
HOMO-LUMO gap in eV: 8.56
Max |F| in eV/A: 3.2
LUMO level in eV: 0.19